1.
C19H39N5O3P2 | ωB97M-V/def2-TZVPD

As for the structure (SMILES): CCC(=O)OCC[C@@](C#N)(CC#N)P(CC)CC.CN(C)P(=O)(N(C)C)N(C)C. The calculation puts the total energy at -52499.1066 eV.

Each line ends with the natural charge from an NBO analysis.
Geometry (Å):
C (-1.87034, -0.22955, 4.99131)  -0.616
C (-1.08748, -0.86932, 3.73996)  -0.496
C (-0.36142, 0.26624, 2.83891)  0.806
O (0.68954, 0.74884, 3.31735)  -0.596
O (-0.99907, 0.64643, 1.62560)  -0.526
C (-0.08722, 1.26722, 0.68555)  -0.090
C (-0.85878, 2.05779, -0.51315)  -0.419
C (-0.92310, 3.66231, -0.21316)  -0.375
C (0.56204, 4.26751, -0.41065)  0.266
N (1.67294, 4.70118, -0.46171)  -0.324
C (-1.83225, 4.37194, -1.34078)  -0.491
C (-1.95863, 5.95445, -1.07764)  0.274
N (-1.92508, 7.10973, -0.78653)  -0.322
P (-1.57968, 3.85008, 1.55974)  0.755
C (-0.37790, 4.76189, 2.69721)  -0.695
C (-0.09828, 6.29682, 2.31599)  -0.638
C (-3.33464, 4.55089, 1.62735)  -0.712
C (-4.25454, 3.39312, 2.32454)  -0.612
H (-1.12467, 0.31414, 5.68497)  0.227
H (-2.67947, 0.48578, 4.59091)  0.216
H (-2.33972, -1.07239, 5.62123)  0.218
H (-0.21172, -1.47361, 4.19121)  0.232
H (-1.70567, -1.58749, 3.10853)  0.224
H (0.51428, 0.40989, 0.19583)  0.203
H (0.62472, 2.03393, 1.14152)  0.215
H (-1.94171, 1.70155, -0.49629)  0.234
H (-0.30179, 1.83912, -1.48604)  0.238
H (-1.34558, 4.28531, -2.38520)  0.267
H (-2.85977, 3.87028, -1.44407)  0.260
H (-0.84970, 4.74845, 3.74828)  0.246
H (0.57203, 4.12821, 2.76870)  0.256
H (-0.97212, 6.98755, 2.62114)  0.216
H (0.24222, 6.46341, 1.23914)  0.233
H (0.78831, 6.63970, 2.97850)  0.212
H (-3.80763, 4.70481, 0.58384)  0.229
H (-3.41774, 5.55240, 2.19498)  0.241
H (-5.33528, 3.71990, 2.46643)  0.219
H (-4.14289, 2.47754, 1.62715)  0.211
H (-3.71253, 3.11412, 3.29246)  0.213
O (0.24731, -2.37429, -2.58394)  -0.967
P (1.00303, -3.70525, -2.76218)  2.178
N (0.77432, -4.19755, -1.12912)  -0.810
C (1.35817, -3.48684, -0.00489)  -0.405
C (-0.62985, -4.48743, -0.82669)  -0.411
N (2.51929, -2.97209, -3.07100)  -0.793
C (3.61947, -2.87168, -2.13931)  -0.398
C (2.49798, -1.79723, -3.94015)  -0.397
N (1.82858, -5.24419, -3.03809)  -0.685
C (2.09400, -6.31039, -2.09106)  -0.398
C (2.38218, -5.49762, -4.36087)  -0.408
H (1.01968, -3.90568, 0.94825)  0.198
H (1.11621, -2.41780, -0.01477)  0.182
H (2.43895, -3.61435, 0.02196)  0.197
H (-1.07805, -5.07769, -1.63266)  0.193
H (-1.21996, -3.57155, -0.70854)  0.193
H (-0.71877, -5.08469, 0.08587)  0.191
H (3.43361, -2.11206, -1.37158)  0.178
H (4.54595, -2.59904, -2.65496)  0.195
H (3.83170, -3.83074, -1.66208)  0.197
H (2.24791, -0.88553, -3.38159)  0.182
H (1.76152, -1.91844, -4.73748)  0.201
H (3.46492, -1.64974, -4.42905)  0.187
H (2.79643, -5.99181, -1.31618)  0.198
H (2.53643, -7.18689, -2.57671)  0.195
H (1.17603, -6.66875, -1.62062)  0.218
H (3.47428, -5.42567, -4.34388)  0.197
H (2.00869, -4.77624, -5.09156)  0.206
H (2.10032, -6.48895, -4.73020)  0.188

2.
C19H40BCl2NO2S2 | ωB97M-V/def2-TZVPD

The value obtained for the energy above the lowest of the compared OMol25 structures with the same formula, charge and spin is 34.8 kcal/mol. As for the structure (SMILES): CCCCN(CCCCB[C@H](Cl)[C@H](C)Cl)C(=S)SCCC.COCCOC. The calculation puts the total energy at -73325.2884 eV.

Each line ends with the natural charge from an NBO analysis.
Geometry (Å):
C (3.34985, -1.39508, 1.93080)  -0.633
C (3.85159, -2.84687, 1.67330)  -0.387
C (2.98248, -3.65677, 0.62080)  -0.427
C (2.79280, -2.91375, -0.72451)  -0.209
N (1.45724, -2.59344, -1.22756)  -0.562
C (1.35423, -1.35283, -1.99248)  -0.203
C (1.50056, -0.03142, -1.15550)  -0.449
C (0.49058, 1.08202, -1.58819)  -0.375
C (-1.02049, 0.66715, -1.31455)  -0.846
B (-1.83192, 1.74789, -0.46978)  0.718
C (-3.20278, 1.46501, 0.32648)  -0.542
Cl (-2.87247, 2.06665, 2.03439)  -0.053
C (-3.63918, -0.08426, 0.35048)  -0.174
C (-5.19079, -0.22735, 0.11828)  -0.625
Cl (-3.35585, -0.87425, 1.98223)  -0.067
C (0.33151, -2.87525, -0.42205)  -0.037
S (-0.11186, -2.18366, 1.01969)  -0.026
S (-0.78901, -4.15092, -1.11766)  0.267
C (-2.37908, -3.79717, -0.26476)  -0.531
C (-3.58482, -4.64195, -0.80959)  -0.403
C (-3.45021, -5.11441, -2.29229)  -0.621
H (3.90202, -1.01776, 2.82493)  0.209
H (3.66778, -0.73105, 1.09978)  0.199
H (2.27880, -1.31512, 2.17469)  0.229
H (3.70895, -3.40380, 2.62998)  0.200
H (4.93430, -2.91230, 1.45210)  0.199
H (2.09174, -4.00484, 1.16697)  0.226
H (3.59143, -4.56963, 0.42434)  0.210
H (3.38262, -1.96348, -0.67481)  0.189
H (3.31682, -3.50280, -1.51801)  0.196
H (0.32667, -1.34088, -2.42690)  0.205
H (2.06046, -1.29322, -2.84158)  0.211
H (1.47757, -0.17107, -0.06036)  0.234
H (2.51159, 0.38622, -1.38675)  0.202
H (0.62529, 1.37209, -2.65388)  0.196
H (0.65637, 2.02115, -1.01339)  0.221
H (-1.49202, 0.54690, -2.32061)  0.255
H (-1.02476, -0.33676, -0.83719)  0.248
H (-1.41284, 2.86469, -0.43341)  -0.069
H (-4.05143, 2.05446, -0.07036)  0.249
H (-3.15553, -0.68783, -0.43624)  0.216
H (-5.76069, -0.01540, 1.04317)  0.230
H (-5.47683, 0.44791, -0.71471)  0.204
H (-5.41551, -1.26489, -0.20364)  0.216
H (-2.59202, -2.72051, -0.42193)  0.214
H (-2.29392, -3.99616, 0.82214)  0.243
H (-3.79482, -5.46678, -0.09889)  0.208
H (-4.48447, -3.98576, -0.76428)  0.204
H (-2.72681, -5.94868, -2.34121)  0.213
H (-4.43844, -5.50602, -2.61167)  0.213
H (-3.17572, -4.27274, -2.95918)  0.213
C (3.28454, 4.52080, 1.81780)  -0.257
O (2.85146, 5.83483, 1.50203)  -0.551
C (2.42858, 5.96559, 0.15141)  -0.088
C (0.91541, 5.88954, 0.02770)  -0.087
O (0.42335, 4.60766, 0.39203)  -0.558
C (-0.08871, 4.56858, 1.71734)  -0.259
H (3.28876, 4.41895, 2.90283)  0.191
H (2.62216, 3.75934, 1.40037)  0.181
H (4.30150, 4.36382, 1.44436)  0.167
H (2.90855, 5.20926, -0.47749)  0.173
H (2.76009, 6.94894, -0.19439)  0.184
H (0.64204, 6.05067, -1.01956)  0.183
H (0.43480, 6.67232, 0.62263)  0.176
H (-1.09056, 5.00927, 1.74004)  0.173
H (0.55611, 5.09894, 2.42206)  0.181
H (-0.15703, 3.52615, 2.02424)  0.196

3.
C19H40IN3O8PS3 | ωB97M-V/def2-TZVPD

The calculation puts the total energy at -91089.5578 eV. As for the total charge: +1.

Each line ends with the Mulliken charge.
Geometry (Å):
N (-1.89109, -1.03255, 0.08851)  -0.240
C (-1.44098, -1.71227, -1.01492)  -0.360
N (-1.38478, -0.98237, -2.21842)  -0.042
C (-0.12438, -1.21395, -2.99158)  -0.025
P (1.39842, -0.25766, -2.42035)  -0.053
O (0.87609, 0.64460, -1.14449)  -0.319
O (2.38164, -1.37138, -1.70288)  -0.446
C (0.03754, -2.71830, -3.14189)  -1.252
C (0.01174, -3.43240, -1.81737)  -0.405
N (-1.14291, -2.99736, -0.95244)  0.437
C (-1.09759, -3.59308, 0.42929)  -0.285
C (-0.52111, -5.00736, 0.50194)  -0.961
C (0.94817, -5.01272, 0.95272)  -0.825
I (1.03152, -5.06076, 3.10516)  0.117
H (-1.26081, -0.76088, 0.81760)  0.211
H (-2.85954, -0.80906, 0.23390)  0.213
H (-2.11069, -1.37546, -2.82501)  0.407
H (-0.31168, -0.81385, -3.98186)  0.649
H (0.81166, 0.07909, -0.36493)  0.236
H (2.07390, -1.57506, -0.81013)  0.261
H (-0.81990, -3.06610, -3.71544)  0.419
H (0.92496, -3.03139, -3.68360)  0.451
H (0.93818, -3.33573, -1.26913)  0.232
H (-0.10338, -4.48246, -2.04897)  0.484
H (-2.12443, -3.64502, 0.76735)  0.315
H (-0.57073, -2.97034, 1.13998)  0.373
H (-1.09010, -5.51642, 1.26822)  0.453
H (-0.66339, -5.58034, -0.40739)  0.375
H (1.44917, -4.09018, 0.69915)  0.243
H (1.48751, -5.86882, 0.57974)  0.425
C (-0.93649, 2.92501, -4.64651)  -0.248
C (-1.75379, 3.53309, -5.79268)  -0.886
C (-2.71210, 2.44764, -6.30239)  -0.697
S (-3.03713, 1.36733, -4.90469)  1.210
O (-2.48332, 0.05238, -5.16985)  -0.667
O (-4.39784, 1.52108, -4.46715)  -0.710
C (-1.94601, 2.20644, -3.75449)  0.029
H (-0.38733, 3.68700, -4.09554)  0.000
H (-0.21271, 2.20904, -5.04423)  0.341
H (-2.32581, 4.38322, -5.41849)  0.322
H (-1.11558, 3.89706, -6.59486)  0.410
H (-3.65604, 2.85909, -6.64863)  0.381
H (-2.26076, 1.84377, -7.08718)  0.379
H (-1.49900, 1.47650, -3.08197)  -0.249
H (-2.55138, 2.91482, -3.18979)  0.301
C (3.19879, -2.11236, 7.58881)  -0.593
C (2.35119, -1.28944, 6.60862)  -0.687
C (1.20618, -2.19058, 6.12558)  -0.283
S (0.89711, -3.36432, 7.45499)  1.156
O (1.23137, -4.68564, 6.98360)  -0.627
O (-0.37890, -3.08215, 8.05363)  -0.668
C (2.20694, -2.78981, 8.52939)  -0.697
H (3.90314, -1.48911, 8.13622)  0.338
H (3.76970, -2.86680, 7.04369)  0.305
H (1.94218, -0.41854, 7.12364)  0.301
H (2.94397, -0.92517, 5.77057)  0.342
H (0.29428, -1.63100, 5.93280)  0.338
H (1.48647, -2.76115, 5.24243)  0.002
H (2.62401, -3.63561, 9.07006)  0.396
H (1.76913, -2.07653, 9.22643)  0.351
C (-0.62933, 4.92528, 0.18046)  -0.557
C (0.54944, 3.98261, -0.10350)  -0.167
C (1.34180, 4.57534, -1.27328)  -0.189
S (1.07731, 6.35417, -1.20785)  1.173
O (0.34332, 6.74488, -2.38338)  -0.640
O (2.30011, 7.00857, -0.83507)  -0.682
C (-0.04515, 6.33447, 0.18890)  -0.794
H (-1.11988, 4.69024, 1.12386)  0.394
H (-1.37216, 4.83912, -0.61605)  0.197
H (1.18686, 3.92167, 0.78112)  0.356
H (0.21384, 2.97379, -0.33789)  -0.094
H (2.40725, 4.37566, -1.19880)  0.401
H (0.96769, 4.22352, -2.23257)  -0.174
H (-0.78881, 7.11723, 0.06308)  0.436
H (0.54442, 6.51778, 1.08622)  0.363

> Number 2 is which compound?

C19H40BCl2NO2S2

> Number 2 is which compound?

C19H40BCl2NO2S2